30
Properties=species:S:1:pos:R:3:forces:R:3 method="wB97M-V/def2-TZVPD" total_charge=+1 e_homo_ev="-11.404 / -12.706" s_squared=0.763 homo_lumo_gap_ev="6.86 / 7.95" spin_multiplicity=2
C -1.128110 2.459688 -1.522205 -0.0760 2.9186 -3.0302
H -1.427825 3.263958 -2.209547 -0.7679 1.4774 -0.9402
H -0.739576 3.276366 -0.897619 0.2006 -2.0666 1.6288
H -1.609055 1.805706 -2.265792 1.8214 -1.6282 1.1215
O 0.713313 1.577985 -0.947103 1.1976 1.6524 -1.8451
C 2.110286 1.641178 -0.870488 0.2649 0.4744 -0.3956
C 2.649050 0.224127 -0.763667 0.6139 -0.2357 -0.8416
O 1.880337 -0.499844 0.201669 1.9042 -0.7583 0.4640
C 1.911617 -1.917546 0.100782 0.3663 -0.3578 -0.5965
C 0.674055 -2.491125 0.748115 -0.0811 -0.4010 0.4670
O -0.438221 -1.741161 0.260451 -0.1773 -2.0372 -0.3403
C -1.722752 -2.279925 0.545858 -0.3216 -0.5200 0.2700
Cd -0.026584 0.288436 0.369089 -0.2064 0.4741 0.7199
H 2.460760 2.256534 -0.020908 -0.2102 -0.1669 -0.1047
H 2.524948 2.101629 -1.784649 0.0689 -0.2378 0.2945
H 3.713998 0.199866 -0.490972 -0.2624 -0.0127 -0.0608
H 2.497397 -0.272760 -1.736707 0.1603 0.0828 0.2440
H 2.822412 -2.319550 0.565468 -0.2212 0.0547 -0.1056
H 1.895803 -2.183323 -0.967816 0.1255 0.0337 0.2188
H 0.715217 -2.440644 1.847721 -0.0667 0.1202 -0.2050
H 0.560347 -3.547452 0.467474 0.0957 0.2171 0.0052
H -2.458008 -1.665505 0.015862 0.1886 -0.1577 0.1837
H -1.771828 -3.317011 0.186851 -0.0544 0.2655 0.0191
H -1.907444 -2.273890 1.630907 -0.0199 0.0791 -0.2813
O -1.864411 1.064980 -0.356870 -3.5534 0.0016 0.5702
C -2.665470 1.342376 0.629147 0.6674 0.9259 0.0267
C -2.136961 1.192554 1.939450 -0.4838 0.2336 0.1936
O -0.952822 0.787824 2.101453 -1.2582 0.3595 2.1973
H -3.523620 1.990869 0.422728 -0.1538 -0.6222 0.2393
H -2.756863 1.475648 2.801326 0.2388 -0.1685 -0.1167



47
Properties=species:S:1:pos:R:3:forces:R:3 method="wB97M-V/def2-TZVPD" smiles="CCOC(=O)C1CCN(Cc2cc(=O)oc3cc(C)ccc23)CC1" e_homo_ev=-8.578 homo_lumo_gap_ev=8.77
C 2.644695 4.354989 5.015933 -0.0392 -0.3907 -0.1403
C 2.375179 2.863497 5.151880 -0.2784 0.3299 0.3342
O 2.693800 2.164960 3.945990 0.3492 -0.0885 0.0725
C 1.762190 2.137281 2.987217 0.2555 -0.2238 -0.2419
O 0.679530 2.651933 3.097021 -0.1808 0.1412 0.0638
C 2.273086 1.358378 1.790220 0.1021 -0.0374 -0.0419
C 1.490732 0.048769 1.621189 -0.1831 0.1311 0.1249
C 0.070533 0.310145 1.134668 0.0736 -0.3004 0.1009
N 0.109814 1.020312 -0.133201 -0.1494 0.0930 0.0780
C -1.210064 1.114352 -0.733596 0.0424 0.0877 0.0768
C -1.752018 -0.234879 -1.113773 -0.6083 -0.0584 0.2255
C -2.973575 -0.637916 -0.700283 0.4540 0.3231 -0.0834
C -3.548703 -1.917222 -1.070352 -0.5959 -0.0930 0.2392
O -4.631134 -2.320272 -0.722735 0.3828 0.1091 -0.1372
O -2.789246 -2.719960 -1.877383 -0.1348 -0.2309 -0.0506
C -1.562527 -2.347653 -2.307622 0.7860 0.4148 -0.1641
C -0.882242 -3.246183 -3.127342 -0.1611 0.0836 0.1257
C 0.376161 -2.942901 -3.608905 -0.1168 0.1202 0.1548
C 1.116762 -3.894643 -4.494324 0.0034 -0.0014 -0.0129
C 0.955417 -1.719001 -3.256707 -0.0001 -0.0338 -0.0599
C 0.293516 -0.824702 -2.451615 -0.0904 -0.0892 -0.1212
C -0.984066 -1.117296 -1.957432 -0.1152 -0.5179 -0.1767
C 0.713404 2.329539 0.050103 0.1485 0.1883 -0.1459
C 2.163870 2.170995 0.494957 -0.2042 0.1316 0.1617
H 1.991862 4.782514 4.258838 -0.0431 0.0681 -0.0190
H 2.452938 4.848006 5.964530 -0.0086 0.0860 0.1013
H 3.679498 4.525600 4.728675 0.0916 0.0534 0.0139
H 3.012462 2.415252 5.916692 -0.1016 0.0153 -0.0995
H 1.321469 2.689530 5.393215 0.1971 -0.0296 0.0257
H 3.323550 1.129074 1.992978 -0.1486 0.0303 -0.0430
H 1.462276 -0.499734 2.564205 0.0297 -0.0678 -0.0030
H 2.006634 -0.564222 0.879627 0.0184 -0.0411 0.0214
H -0.439007 -0.644432 0.980361 0.0230 0.0371 0.0696
H -0.486967 0.881450 1.894502 -0.0445 -0.0842 -0.0742
H -1.120155 1.715621 -1.645570 -0.0354 0.0150 0.0523
H -1.930705 1.617908 -0.065582 0.0317 -0.0094 -0.0988
H -3.593454 -0.022033 -0.067320 -0.0318 0.0424 0.0540
H -1.365657 -4.179102 -3.372133 -0.0554 -0.1267 -0.0411
H 2.089073 -4.132057 -4.065310 0.0663 -0.0614 -0.0145
H 0.558861 -4.816601 -4.630767 0.0079 -0.0880 -0.0452
H 1.287740 -3.442659 -5.470675 0.0314 -0.0300 -0.0816
H 1.940676 -1.479286 -3.628995 0.1128 0.0444 -0.0362
H 0.753952 0.107184 -2.169261 0.0460 0.0341 -0.0035
H 0.688006 2.860371 -0.906270 -0.0190 -0.0080 0.0301
H 0.161808 2.927593 0.791956 0.0019 -0.0079 -0.1266
H 2.614149 3.156440 0.627229 0.0557 0.0137 -0.0469
H 2.715807 1.640631 -0.283609 0.0345 0.0262 -0.0169



48
Properties=species:S:1:pos:R:3:forces:R:3 method="wB97M-V/def2-TZVPD" total_charge=+2 e_homo_ev="-14.829 / -15.502" s_squared=6.047 homo_lumo_gap_ev="7.90 / 5.10" spin_multiplicity=5
C 0.300213 -1.830612 -4.157988 0.1341 0.0187 -0.8874
C 0.154999 -0.702651 -3.189931 -0.0195 2.2409 -0.9353
H 0.486437 -1.403827 -5.158901 -0.1103 -0.2113 0.2897
H -0.629781 -2.414887 -4.196580 0.1740 0.1241 0.0347
H 1.144548 -2.482078 -3.900608 -0.2190 0.1267 0.0174
O 0.007234 0.465141 -3.469535 0.2622 -1.9086 0.6544
I 0.077305 -3.206374 -1.415174 0.1175 -0.4650 0.7580
Rh 0.232719 -0.326634 -0.846567 -0.4784 -2.3270 -1.6291
P 2.493946 -0.527138 -0.815878 1.4961 0.4838 0.4650
C 3.310592 0.992672 -0.272571 0.1957 -0.0647 0.0509
C 3.011961 -1.796500 0.368734 0.0172 -0.0427 -0.0152
H 4.100404 -1.920753 0.311770 -0.2077 -0.0429 0.0851
H 4.385346 -0.801201 -2.268820 -0.2898 -0.1023 -0.0922
H 2.511273 -2.744763 0.139654 0.3169 0.1904 0.1385
H 3.092702 -1.971809 -2.676563 0.1099 0.1850 0.0548
H 2.908481 1.290400 0.702674 0.1564 -0.0545 -0.2235
H 2.730182 -1.474644 1.378048 0.0827 -0.0859 -0.1586
C 3.300430 -0.933753 -2.392066 -0.0214 -0.0285 -0.0397
H 4.390177 0.821002 -0.193485 -0.1623 0.1547 0.0076
H 2.947482 -0.259956 -3.182487 0.1537 -0.1054 0.1497
H 3.114658 1.790177 -0.996843 0.1096 -0.0812 0.1079
P -2.061341 -0.514005 -0.973896 -1.5082 0.7561 0.7695
C -2.842063 1.112029 -0.753876 -0.1256 -0.1618 -0.1916
C -2.863338 -1.230777 -2.443214 0.1774 0.0192 -0.0274
H -2.166912 -2.477133 0.419467 -0.2854 0.0907 0.1289
H -3.731723 -1.585684 0.393592 0.2190 -0.0743 0.0810
H -2.338508 -0.950584 1.350609 -0.1875 -0.2876 -0.3029
C -2.639845 -1.489954 0.441787 -0.0001 0.0697 -0.0466
H -2.623508 -2.298193 -2.520782 -0.1766 0.2422 -0.0233
H -3.949631 -1.104862 -2.326389 0.3088 -0.0866 -0.0847
H -3.922450 1.024222 -0.922815 0.2095 0.1782 0.1149
H -2.406756 1.816750 -1.472275 -0.2372 -0.0569 0.1362
H -2.533138 -0.708438 -3.349215 -0.2215 -0.0917 0.1521
H -2.635396 1.449304 0.269095 -0.0975 -0.0351 -0.2707
C 0.268201 1.486692 -0.607018 -0.0964 5.0471 1.1088
O 0.269168 2.638911 -0.477615 0.0485 -3.6142 -0.5423
F -0.559874 3.087772 6.533186 -0.0537 -0.8910 -1.7960
C -0.608552 2.482906 5.332568 -0.1718 0.8985 1.7702
C 0.517958 2.485502 4.505626 1.7657 0.5334 -0.0970
F 1.649728 3.109179 4.912328 -1.3950 -0.7392 -0.4022
C 0.481915 1.844616 3.294931 0.9152 0.2746 -0.0860
F 1.581344 1.834354 2.509128 -0.9824 -0.0624 0.6131
C -0.698329 1.166417 2.822030 0.1857 -0.3958 -0.8168
O -0.730851 0.540543 1.729440 0.1114 0.4382 0.8078
C -1.845752 1.251534 3.686350 -1.3519 -0.2412 0.1965
F -2.998816 0.694986 3.249980 1.2624 0.5003 0.4565
C -1.798170 1.874140 4.910389 -1.5354 -0.3433 0.5444
F -2.884682 1.897959 5.719704 1.4048 0.0290 -1.0255



14
Properties=species:S:1:pos:R:3:forces:R:3 method="wB97M-V/def2-TZVPD" smiles="NNCO.C=O" e_homo_ev="-8.487 / -8.488" homo_lumo_gap_ev="9.23 / 9.23"
N -0.070959 -0.549158 -1.233264 -1.8004 0.9123 0.0316
N 0.041498 -0.825123 0.167962 1.9836 -0.6579 -0.5561
C 1.479618 -0.879489 0.540289 -1.3419 -0.5801 0.3128
O 1.999496 0.406593 0.550207 0.2536 0.5521 -0.0994
H 0.715584 0.056195 -1.472032 -0.1145 -0.0332 0.1263
H -0.931355 0.111056 -1.296296 1.6368 -1.1736 -0.2514
H -0.424172 -1.707901 0.349756 0.2278 -0.0450 -0.0590
H 2.104767 -1.463182 -0.151642 -0.2075 0.0972 0.0560
H 1.497193 -1.342763 1.537073 0.1008 -0.0143 -0.1497
H 1.390133 0.961107 1.054935 -0.0480 -0.0497 0.0086
C -1.926955 1.275110 -0.058201 -0.0112 0.6083 1.7189
O -1.329710 0.885445 0.935553 -1.0993 0.9355 -0.8152
H -1.626707 2.192403 -0.592183 0.2734 -0.2054 -0.1692
H -2.918431 0.879708 -0.332157 0.1469 -0.3462 -0.1543